9 unconnected molecules or ions with the total composition C47H64N10O2Si. Source: OMol25; level of theory: ωB97M-V with the def2-TZVPD basis set.

Output
Kohn-Sham gap: 0.3091 Ha
Structure (SMILES): C=CC[Si@H](CCC(=O)Nc1ccccc1)C[C@H](O)CN.c1cc[nH]c1.c1cc[nH]c1.c1cc[nH]c1.c1cc[nH]c1.c1cc[nH]c1.c1cc[nH]c1.c1cc[nH]c1.c1cc[nH]c1
Lowest unoccupied orbital energy: 0.29 eV
Largest force on an atom: 3.0 eV/A
Highest occupied orbital energy: -8.12 eV

```
124
Properties=species:S:1:pos:R:3:mulliken_charge:R:1
C -2.05413 -5.37720 1.34244 -0.833
C -2.90135 -5.01246 0.38298 0.179
C -3.03250 -5.67758 -0.96638 -0.745
Si -3.28738 -4.44928 -2.40024 0.020
C -1.68683 -3.88551 -3.23099 -1.123
C -0.61626 -3.20729 -2.34306 0.275
C -0.02079 -4.09869 -1.25582 -0.228
O 0.10725 -5.29462 -1.34879 -0.504
N 0.48630 -3.42066 -0.03259 -0.206
C 1.34292 -2.35445 -0.48550 0.180
C 2.38717 -2.74315 -1.30005 -0.179
C 3.23480 -1.80003 -1.82738 -0.545
C 3.01224 -0.48016 -1.51575 -0.621
C 1.99121 -0.08951 -0.70807 -0.897
C 1.12902 -1.03088 -0.17063 -0.233
C -4.44042 -3.03972 -1.86120 -0.753
C -3.73494 -1.74231 -1.47006 0.123
O -2.94231 -1.88376 -0.29443 -0.384
C -4.91776 -0.69771 -1.06586 -0.482
N -5.13456 -0.92515 0.38352 -0.600
H -1.77225 -4.69104 2.13774 0.261
H -1.65372 -6.38880 1.37738 0.267
H -3.58249 -4.19114 0.60479 0.155
H -2.24334 -6.40418 -1.17577 0.402
H -3.97523 -6.25681 -0.94381 0.431
H -4.03368 -5.22381 -3.42806 -0.266
H -1.96161 -3.18916 -4.03638 0.506
H -1.19245 -4.72899 -3.72734 0.483
H 0.22086 -2.95313 -3.00806 0.528
H -0.93518 -2.24658 -1.93318 -0.023
H -0.29673 -3.04202 0.49594 0.384
H 2.53405 -3.78907 -1.55168 0.455
H 4.03334 -2.12516 -2.48406 0.420
H 3.68302 0.25862 -1.94828 0.394
H 1.79326 0.95012 -0.46624 0.507
H 0.28681 -0.75601 0.45969 0.555
H -5.03130 -3.38945 -1.00518 0.362
H -5.10502 -2.81182 -2.70140 0.308
H -3.17694 -1.26428 -2.28430 0.212
H -2.21687 -1.26447 -0.43630 0.095
H -4.66871 0.33904 -1.29635 0.320
H -5.82099 -1.05965 -1.57362 0.348
H -5.33259 -1.90824 0.54249 0.202
H -6.00168 -0.44901 0.62208 0.254
C -8.15253 0.47424 -4.70789 -0.533
C -9.52150 0.18482 -4.45819 -0.204
C -9.60215 -1.13533 -4.10447 -0.755
N -8.33734 -1.65615 -4.13418 0.030
C -7.44850 -0.68043 -4.49599 -0.552
H -7.73391 1.42121 -5.00714 0.446
H -10.35151 0.86866 -4.52975 0.467
H -10.44679 -1.74685 -3.83615 0.387
H -8.09844 -2.60737 -3.92247 0.207
H -6.39499 -0.89376 -4.57220 0.521
C -0.71324 3.21902 1.81279 -0.735
C -0.34257 2.74865 3.09925 -0.073
C -1.03819 1.59242 3.32625 -0.836
N -1.81796 1.34363 2.22939 0.090
C -1.62173 2.33100 1.29992 -0.434
H -0.35417 4.10764 1.31996 0.416
H 0.35507 3.20754 3.78061 0.543
H -1.04611 0.92578 4.17188 0.389
H -2.43928 0.55968 2.12012 0.206
H -2.14516 2.31773 0.35832 0.426
C 4.54209 4.65185 5.29421 -0.697
C 3.31115 4.05349 4.90761 -0.181
C 3.44250 3.65631 3.60469 -0.564
N 4.70228 3.99330 3.18805 -0.051
C 5.37968 4.59676 4.21366 -0.450
H 4.78344 5.07227 6.25638 0.422
H 2.43180 3.92969 5.51803 0.430
H 2.75191 3.16527 2.93920 0.529
H 5.07186 3.82361 2.27133 0.170
H 6.39468 4.93218 4.08532 0.378
C -3.69865 1.28763 -4.36384 -0.251
C -2.65079 1.50003 -3.43172 -0.053
C -1.56080 1.94047 -4.13441 -0.964
N -1.91105 1.99828 -5.45534 0.048
C -3.21400 1.60629 -5.60388 -0.794
H -4.69677 0.94114 -4.14711 0.560
H -2.69242 1.34686 -2.36512 0.407
H -0.57132 2.21518 -3.81025 0.433
H -1.30491 2.28472 -6.20174 0.189
H -3.68021 1.58736 -6.57426 0.406
C 7.05615 0.51423 3.06087 -0.897
C 6.44764 1.36827 4.02219 0.497
C 6.97949 1.04757 5.24207 -0.760
N 7.88018 0.03293 5.05701 0.110
C 7.93645 -0.29438 3.73025 -0.528
H 6.86904 0.49649 1.99895 0.531
H 5.70532 2.13087 3.83950 0.152
H 6.79496 1.45186 6.22293 0.382
H 8.41796 -0.40184 5.78405 0.141
H 8.59375 -1.07177 3.37833 0.395
C 12.20344 0.44220 8.04390 -0.346
C 11.22736 0.96651 8.93415 -0.345
C 10.17327 0.09404 8.94453 -0.531
N 10.47230 -0.93599 8.09200 -0.014
C 11.71065 -0.73190 7.54297 -0.507
H 13.15811 0.87804 7.80098 0.390
H 11.29346 1.87973 9.50168 0.399
H 9.23973 0.11576 9.48094 0.380
H 9.87637 -1.72005 7.90038 0.205
H 12.13028 -1.43708 6.84573 0.372
C -14.53171 3.32345 -4.29881 -0.410
C -14.64260 1.99074 -4.77857 -0.399
C -13.46775 1.68600 -5.41139 -0.456
N -12.65246 2.78374 -5.33718 0.002
C -13.29313 3.78344 -4.65612 -0.481
H -15.27610 3.87920 -3.75327 0.383
H -15.48822 1.33204 -4.67029 0.403
H -13.14153 0.78748 -5.90760 0.379
H -11.72801 2.84563 -5.72190 0.217
H -12.81365 4.73255 -4.48674 0.369
C 10.85907 1.34955 -1.28876 -0.339
C 10.84889 0.90537 0.06187 -0.489
C 9.79082 1.51243 0.68358 -0.388
N 9.16479 2.30848 -0.23625 0.022
C 9.80677 2.21136 -1.44206 -0.561
H 11.55852 1.06728 -2.05816 0.388
H 11.53932 0.21841 0.52250 0.385
H 9.43007 1.44885 1.69692 0.420
H 8.35859 2.87609 -0.05443 0.190
H 9.46076 2.76272 -2.29989 0.367
```